{
  "formula": "C50H50N10",
  "method": "the ωB97M-V functional and the def2-TZVPD basis",
  "de_lowest_ev": 3.716,
  "e_lumo_ev": 0.13,
  "fmax_ev_per_a": 4.207,
  "homo_lumo_gap_ev": 9.42,
  "symbols": ["N", "C", "C", "C", "C", "C", "H", "H", "H", "H", "H", "N", "C", "C", "C", "C", "C", "H", "H", "H", "H", "H", "N", "C", "C", "C", "C", "C", "H", "H", "H", "H", "H", "N", "C", "C", "C", "C", "C", "H", "H", "H", "H", "H", "N", "C", "C", "C", "C", "C", "H", "H", "H", "H", "H", "N", "C", "C", "C", "C", "C", "H", "H", "H", "H", "H", "N", "C", "C", "C", "C", "C", "H", "H", "H", "H", "H", "N", "C", "C", "C", "C", "C", "H", "H", "H", "H", "H", "N", "C", "C", "C", "C", "C", "H", "H", "H", "H", "H", "N", "C", "C", "C", "C", "C", "H", "H", "H", "H", "H"],
  "xyz": [[0.707265, 3.013041, -2.652112], [-0.646805, 2.695491, -2.767642], [-1.659935, 3.691501, -2.718872], [-1.341615, 5.022621, -2.536392], [0.054205, 5.323331, -2.375822], [1.028565, 4.299531, -2.503422], [-0.974925, 1.668161, -2.825242], [-2.707735, 3.447921, -2.814732], [-2.107535, 5.774941, -2.419092], [0.441115, 6.299831, -2.124492], [2.056145, 4.587781, -2.337942], [1.165575, -0.199539, 5.460878], [0.672035, -0.439209, 4.207898], [0.651525, -1.775399, 3.742118], [1.036855, -2.824509, 4.548488], [1.402765, -2.545649, 5.829708], [1.487545, -1.237069, 6.293648], [0.456265, 0.350611, 3.503598], [0.174925, -1.991899, 2.797458], [0.956855, -3.805119, 4.103048], [1.646005, -3.394469, 6.451598], [1.842665, -0.992079, 7.283738], [-7.481955, 0.283831, 0.370518], [-6.178305, 0.640181, 0.696148], [-5.034035, -0.017869, 0.196528], [-5.230825, -1.278279, -0.228432], [-6.521945, -1.741679, -0.468612], [-7.618355, -0.907179, -0.158092], [-5.953805, 1.593721, 1.150868], [-4.031205, 0.380811, 0.238778], [-4.352655, -1.862549, -0.460482], [-6.670705, -2.789849, -0.682192], [-8.634475, -1.199939, -0.377622], [4.133425, -1.983729, -4.230902], [3.226875, -1.354329, -4.996362], [2.453015, -0.327889, -4.510362], [2.571545, -0.023569, -3.117472], [3.518585, -0.648039, -2.329212], [4.317075, -1.573709, -2.972222], [3.137255, -1.791419, -5.979882], [1.694435, 0.177361, -5.089732], [1.989605, 0.785781, -2.701922], [3.481215, -0.394319, -1.280112], [4.948875, -2.195849, -2.355642], [-3.494115, 0.960171, -5.944142], [-2.992515, 0.217501, -4.899952], [-3.683145, -0.298279, -3.815092], [-5.030785, 0.052181, -3.796522], [-5.601725, 0.708991, -4.804492], [-4.860835, 1.211481, -5.880232], [-1.926765, 0.045911, -4.933762], [-3.260955, -0.901869, -3.025262], [-5.545385, -0.250709, -2.896612], [-6.628175, 0.978161, -5.005382], [-5.361265, 1.763821, -6.661832], [1.004985, 3.362831, 2.892548], [1.532835, 3.159991, 4.081528], [0.834975, 3.068181, 5.300238], [-0.549885, 3.334951, 5.242918], [-1.100755, 3.589651, 4.003698], [-0.296235, 3.718631, 2.856398], [2.611025, 3.185031, 4.024278], [1.395565, 2.780211, 6.177288], [-1.068955, 3.409001, 6.187098], [-2.173035, 3.550251, 3.880928], [-0.784225, 3.807691, 1.897058], [4.237035, 2.548951, 1.781628], [3.555385, 2.564271, 0.651408], [4.165805, 2.274131, -0.575642], [5.541715, 2.025621, -0.622832], [6.246585, 2.105651, 0.595358], [5.529165, 2.264771, 1.781648], [2.547275, 2.905201, 0.835478], [3.614605, 2.193891, -1.500922], [6.033395, 1.827001, -1.563682], [7.299105, 1.944371, 0.775898], [6.031295, 2.332681, 2.735398], [-1.605445, -0.373389, -1.322202], [-1.147605, 0.650711, -0.429572], [0.177775, 0.611111, 0.104728], [0.961015, -0.479599, 0.006688], [0.529125, -1.489269, -0.820122], [-0.702635, -1.361309, -1.495472], [-1.722395, 1.556401, -0.304102], [0.438755, 1.409001, 0.784188], [1.846355, -0.401569, 0.620268], [1.067065, -2.393949, -1.062102], [-0.924685, -2.109749, -2.241752], [-4.768865, -5.104109, 1.121468], [-3.971055, -5.219029, 0.045448], [-2.856065, -4.386189, -0.147932], [-2.565435, -3.366559, 0.769288], [-3.377755, -3.274339, 1.920938], [-4.400215, -4.259779, 2.127618], [-4.313875, -5.869389, -0.745702], [-2.218715, -4.471679, -1.015612], [-1.720085, -2.733149, 0.544368], [-3.332835, -2.440929, 2.606368], [-5.089215, -4.293939, 2.958588], [4.106345, -3.440999, 0.273208], [5.407015, -3.585639, -0.075072], [6.396425, -2.816839, 0.477958], [6.062595, -1.836329, 1.335858], [4.752855, -1.593839, 1.589168], [3.767145, -2.445509, 1.072428], [5.806595, -4.347789, -0.727662], [7.412655, -3.079799, 0.223938], [6.821445, -1.157549, 1.696148], [4.528605, -0.757149, 2.234198], [2.707695, -2.319469, 1.240018]],
  "forces_ev_per_a": [[-2.1, -0.8, -0.4], [1.1, 2.4, 0.4], [0.7, -0.7, -0.2], [2.7, 0.1, 0.6], [-0.7, -1.0, -0.4], [-2.1, 0.5, 0.6], [0.5, -0.2, -0.2], [0.0, -0.4, -0.1], [0.0, 0.1, -0.1], [-0.3, 0.2, -0.1], [0.3, -0.3, -0.2], [-0.4, -0.1, -0.2], [1.8, -2.3, 1.6], [-0.9, 1.3, -0.1], [-0.7, 0.5, -1.2], [0.7, -0.6, 1.3], [-0.7, 0.7, -2.5], [-0.2, 0.5, 0.4], [0.3, 0.1, -0.4], [0.2, -0.3, 0.5], [0.2, 0.1, 0.4], [-0.1, 0.1, 0.0], [2.5, 1.1, 1.8], [-0.2, 0.3, -2.2], [-1.3, 1.4, 1.7], [-0.4, -1.7, -1.7], [-0.2, -0.1, 1.2], [0.8, -0.9, -0.8], [-0.8, 0.3, 0.3], [0.0, 0.2, 0.4], [-0.1, -0.4, -0.2], [-0.1, 0.0, -0.4], [-0.1, -0.2, -0.1], [0.4, 0.4, 0.2], [0.6, -0.6, 0.6], [-0.3, 0.3, 1.9], [0.1, 0.5, -1.7], [-1.0, 0.6, -0.9], [-0.6, -1.3, 0.3], [-0.2, 0.3, -0.3], [0.1, 0.0, -0.2], [-0.4, 0.0, 0.0], [0.7, -0.3, 0.1], [0.6, 0.1, -0.2], [-1.9, -0.1, 1.3], [0.2, 0.5, -1.1], [-0.9, 1.0, -1.1], [0.8, -1.8, 2.6], [-1.1, 2.3, -3.3], [3.2, -1.8, 1.1], [0.2, 0.0, -0.3], [0.2, 0.3, -0.1], [-0.6, -0.1, -0.1], [-0.5, -0.4, 1.2], [0.4, 0.1, -0.2], [-1.3, 1.7, -0.9], [0.5, 0.0, 0.9], [-0.5, 0.6, -1.4], [2.1, -0.3, 0.5], [-0.2, 0.2, -0.8], [-0.1, -2.5, 1.3], [0.3, -0.8, 0.4], [-0.3, 0.2, 0.2], [-0.6, -0.4, -0.2], [-0.2, 0.7, 0.1], [0.2, 0.3, -0.2], [-0.1, -0.2, 1.2], [0.6, 0.1, -0.3], [0.3, -0.3, 0.0], [-0.1, 0.5, 1.3], [-0.4, -0.7, 0.4], [0.0, 0.8, -1.2], [-0.4, -0.2, -0.7], [-0.3, 0.2, 0.0], [0.1, 0.0, 0.0], [0.3, 0.0, -0.8], [0.1, -0.2, 0.1], [2.0, 1.9, 2.3], [1.6, -2.6, -2.1], [-3.8, 1.7, 0.5], [0.6, -0.6, 0.0], [-0.6, -0.5, -0.9], [0.1, 0.9, 0.6], [-0.5, -0.2, 0.0], [0.2, 0.3, -0.1], [0.5, -0.7, -0.3], [0.4, 0.0, 0.3], [-0.4, -0.2, 0.0], [1.1, -0.2, 0.8], [-0.1, 1.6, 0.5], [-0.1, 0.1, 0.5], [-1.1, -1.2, 0.5], [-0.7, -1.2, -0.2], [0.4, 0.7, -2.7], [0.1, -0.3, 0.0], [-0.1, -0.2, -0.2], [-0.1, 0.4, 0.3], [0.4, -0.1, 0.2], [0.3, 0.3, 0.3], [0.5, -0.9, -1.3], [-0.6, 0.1, 1.0], [0.8, -1.4, -1.0], [0.8, 1.6, 0.4], [-1.5, 0.4, 0.8], [1.2, 0.3, -0.2], [-1.0, -0.5, -0.3], [0.2, 0.3, 0.0], [0.0, 0.0, 0.3], [-0.4, 0.1, 0.0], [0.0, 0.0, 0.3]]
}